# 1
The following is a DFT calculation (ωB97M-V with the def2-TZVPD basis set) of a molecular structure, C53H51As2CsN5O3S at a distorted geometry.

## Properties
ΔE to the lowest compared entry with this formula, charge and spin: 0.0 kcal/mol
HOMO: -3.9 eV
LUMO level: 2.01 eV
HOMO-LUMO gap: 0.2166 Ha
Strongest force on any atom: 3.627 eV/Å
Energy: -7439.48709 a.u.

The geometry in ORCA input format:
```
! RIJCOSX wB97M-V def2-TZVPD def2/J DEFGRID3
* xyz -1 1
Cs -0.11993 -1.57940 -2.41474
As 4.37384 -0.16342 -0.15313
As 1.04181 -0.11258 3.40787
S 1.89746 0.82993 -3.94569
O -5.97856 1.68361 -0.54420
O -3.24339 2.63055 0.68301
O -4.69718 -1.87417 1.49626
N 0.19190 -0.78105 -5.32472
N 1.64267 0.70907 -6.43440
N -1.96976 0.98104 -1.18058
N -2.37214 -0.74334 0.33199
N -4.08898 -0.06317 -1.11903
C 3.75741 -1.76725 6.96165
C 8.29444 -1.40227 0.64324
C -1.68061 -2.97231 -0.29414
C -0.18380 -1.28714 -6.51910
C 1.18223 3.40746 5.73570
C 1.93786 -1.99379 5.40904
C 8.76140 -0.45542 1.56889
C -3.36831 -4.75364 -0.31911
C -2.59042 -2.17248 0.35463
C -4.65763 0.68029 -2.16115
C 1.56625 4.04226 3.41701
C -4.17980 -3.94612 0.44098
C 3.40169 -2.17417 -2.05549
C 1.16206 0.15343 -5.31767
C -1.31858 2.90468 -2.38961
C -4.26055 0.49781 -3.49183
C 1.39199 2.73235 3.02430
C -5.29347 2.66258 -4.06865
C -4.02692 3.49054 1.55144
C 1.44022 4.40080 4.75438
C 1.17476 2.03066 5.35212
C -2.07626 2.28565 -1.36563
C 2.30654 -0.80338 4.77662
C -2.07761 -4.26610 -0.64246
C 2.70632 -2.51382 6.42811
C 6.99806 -1.36353 0.11274
C 0.30379 -0.75439 -7.69295
C 3.86052 -4.43676 -0.47011
C 7.92979 0.59826 1.96123
C -2.67607 3.19250 -0.40218
C 1.96660 -0.20215 1.64627
C -2.81331 0.09748 -0.67515
C 6.15238 -0.36210 0.57467
C 3.94810 -2.04182 -0.78590
C -5.86449 2.68131 -2.79583
C -5.42392 -2.49386 2.55538
C -1.25741 -2.33280 -6.49969
C -2.01820 5.10966 -1.79382
C 1.20709 0.25871 -7.60560
C 4.14106 -0.59662 6.36177
C -4.56186 1.51564 -4.42302
C 3.48643 -0.23488 1.66577
C 6.64983 0.66409 1.40386
C 3.39081 -0.09557 5.27322
C -1.31008 4.26901 -2.66864
C -2.67483 4.56370 -0.65717
C 3.42269 -4.60341 -1.78066
C 1.29952 1.74291 3.99979
C 4.15367 -3.16024 0.04020
C -7.37415 1.93181 -0.25527
C -5.61063 1.69939 -1.86407
C -3.82088 -2.67438 0.86493
C 3.09164 -3.46575 -2.56500
H -5.51656 -1.68820 3.34851
H 3.25001 -1.26786 -2.67581
H 8.92348 -2.20948 0.35240
H -4.72392 -0.48156 -0.44029
H -3.74514 -5.68656 -0.62981
H 9.81811 -0.46683 1.80006
H 1.84890 4.83319 2.71877
H -7.67915 2.95051 -0.50696
H 2.67666 -3.58123 -3.54370
H 4.70934 -2.99405 1.00262
H 3.90980 0.65885 2.12286
H 5.98445 1.48572 1.70430
H -3.77769 -0.38429 -3.87359
H -0.77574 4.70293 -3.50742
H 0.99465 3.67442 6.75774
H -7.97528 1.23190 -0.86090
H -4.84495 3.90830 0.96069
H 2.44968 -3.49417 6.84182
H -4.89454 -3.32961 3.04025
H 3.80262 -1.05165 2.32429
H -3.17667 5.26055 0.10889
H -1.28572 -2.71925 -7.51810
H -5.46889 3.50837 -4.73529
H -3.43177 4.26971 2.07215
H -2.17853 -1.92428 -6.15777
H 6.66475 -2.09394 -0.62537
H -1.44966 -0.45713 0.68929
H 1.28848 2.47970 1.95616
H 1.24643 1.21278 6.07400
H -4.05990 1.51105 -5.41442
H -6.46861 3.53521 -2.54214
H 4.33953 -2.15330 7.79934
H 1.72633 0.70498 -8.49776
H 8.22479 1.41835 2.62737
H 1.55070 5.42515 5.03922
H -2.04483 6.18730 -1.95269
H -5.16793 -4.32792 0.74457
H 5.04886 -0.09827 6.62656
H -7.46952 1.75746 0.82238
H 1.10997 -2.59046 4.97819
H 3.97063 -5.33043 0.13985
H 3.19538 -5.61254 -2.16251
H 1.55505 -1.12608 1.18611
H -0.72427 2.26859 -2.99372
H -0.97780 -3.09166 -5.77731
H -6.43385 -2.81025 2.16710
H -1.45138 -4.91890 -1.27306
H 1.59419 0.62578 1.08481
H -0.01823 -1.15230 -8.67441
H -4.39136 2.76402 2.32184
H 3.60607 0.86339 4.83015
*
```

Results of the Löwdin charge analysis, in e, for atoms 1 through 6: Cs 0.82; As 1.33; As 1.31; S 0.41; O -0.11; O -0.10

***

# 2
The following is a DFT calculation (ωB97M-V with the def2-TZVPD basis set) of 8 unconnected molecules or ions with the total composition C53H52O18SSi.

## Properties
HOMO: -10.0 eV
LUMO level: -1.94 eV
SMILES string: CC[C@@H]1COS(=O)(=O)C[C@H]1CCO[Si](C)(C)C.O=C1C=CC(=O)C=C1.O=C1C=CC(=O)C=C1.O=C1C=CC(=O)C=C1.O=C1C=CC(=O)C=C1.O=C1C=CC(=O)C=C1.O=C1C=CC(=O)C=C1.O=C1C=CC(=O)C=C1
HOMO-LUMO gap: 0.2952 Ha
Strongest force on any atom: 0.933 eV/Å
Energy: -4092.63124 a.u.

The geometry in ORCA input format:
```
! RIJCOSX wB97M-V def2-TZVPD def2/J DEFGRID3
* xyz 0 1
S 0.22776 -2.86838 0.32767
Si -3.92191 0.78006 2.26192
O -8.97588 -1.22398 6.89617
O -2.49508 0.84038 3.11486
O -7.29247 -6.75563 -2.90554
O -0.66247 -0.23420 10.70046
O -4.84562 -8.24416 1.31053
O 8.60092 4.58599 -7.30536
O -3.53056 -10.02140 -4.69403
O 1.48087 -3.57422 0.39436
O 0.42612 -1.48898 -0.40943
O -3.74609 -0.46429 7.17000
O 1.66376 0.91278 6.07906
O -0.89076 -3.50830 -0.32010
O 3.43062 3.50552 -7.00167
O -4.93591 -3.45187 -0.94140
O 2.19147 6.68769 -4.22346
O 11.27186 8.49743 -8.30195
O 1.56224 2.41747 -1.16067
O 14.16574 4.11782 -8.99472
C 1.13248 0.65336 7.13932
C 1.99806 3.26591 -3.31302
C 1.24630 -0.38412 1.69163
C -6.10742 -6.59046 0.21342
C -3.90648 -0.53064 0.93848
C -0.51998 -0.45800 3.57914
C 6.93225 2.94629 -7.05636
C -5.52707 -2.00230 7.17627
C -5.37739 0.48150 3.41087
C 14.10243 6.46999 -8.97662
C -6.84154 -2.19323 7.10643
C 7.41570 4.33811 -7.23767
C 1.30943 0.38662 9.57296
C 1.40904 -0.57807 0.16940
C -0.22519 -2.35363 1.97811
C -5.87994 0.50339 6.96948
C 12.05889 5.04392 -8.49392
C -0.89269 0.00632 8.36826
C 4.61667 3.75182 -7.07336
C -5.45818 -7.06436 -4.34557
C -7.19442 0.31408 6.89982
C -0.16537 -0.81422 2.12798
C -4.86348 -7.14272 0.80053
C -6.43674 -7.50736 -3.32179
C -5.36913 -9.71467 -3.25713
C 1.89528 0.67646 8.41369
C 1.70396 3.39635 -1.86633
C 13.37652 7.57053 -8.80132
C -4.94747 -0.63976 7.11231
C -4.39215 -9.27444 -4.28613
C -3.65367 -5.09116 0.17290
C -2.03228 -0.33756 3.76593
C 11.93297 7.49329 -8.45916
C 1.74225 5.83933 -2.07457
C -6.31678 -8.89524 -2.81045
C -0.30276 0.29908 7.21384
C -4.10462 2.46860 1.48066
C 2.03938 5.70944 -3.52462
C 1.67728 1.03040 2.12032
C -4.90397 -4.54436 -0.41741
C 5.09930 5.14353 -7.25318
C -4.51092 -7.88363 -4.79358
C 2.15148 4.33884 -4.08470
C -6.12735 -5.38698 -0.35131
C -0.13303 0.02824 9.64239
C 5.63269 2.67424 -6.97968
C 0.62557 2.14453 1.97674
C -7.77991 -1.04995 6.96152
C 1.58696 4.76550 -1.30539
C 11.33150 6.14380 -8.31892
C 6.39907 5.41537 -7.32969
C -3.64506 -6.30026 0.73390
C 13.50068 5.11875 -8.83600
H 11.63960 4.05087 -8.39418
H -2.74826 -6.72938 1.16385
H 15.15531 6.49885 -9.22691
H -7.02066 -4.97144 -0.79874
H -7.03735 -9.19259 -2.05906
H -0.40176 1.78676 2.07502
H -2.28248 -0.27393 4.83059
H -5.04329 2.53166 0.92738
H 10.28057 6.10529 -8.06386
H -4.07409 3.24020 2.25682
H -4.13706 -1.52800 1.31997
H 0.69940 2.66390 1.02398
H -0.17244 -1.25931 4.24213
H 2.04311 0.98964 3.14966
H -7.89693 1.13070 6.79413
H 4.33711 5.91028 -7.31252
H -3.78508 -7.58432 -5.53873
H -5.42776 1.48613 6.92488
H 0.76847 2.88456 2.77142
H 1.37228 4.83351 -0.24626
H -0.90592 -0.37486 1.45188
H -5.25928 -10.73017 -2.89882
H 1.84464 0.39601 10.51396
H -7.29140 -3.17679 7.15034
H -2.74873 -4.48965 0.12598
H -6.98508 -7.22263 0.26460
H -5.56268 -6.04518 -4.69550
H -2.52021 -1.22936 3.34523
H -5.24068 1.02682 4.35017
H 13.79222 8.56549 -8.89768
H -1.94402 -0.25138 8.38998
H 7.69397 2.17993 -6.99143
H 5.25328 1.66893 -6.84805
H 2.07601 2.25682 -3.69781
H 2.94290 0.93933 8.33878
H -0.06443 0.47853 3.89991
H -1.21624 -2.76254 2.18193
H -5.55192 -0.57785 3.61874
H 1.94356 -1.08875 2.16732
H -4.82296 -2.81792 7.28116
H -0.84682 0.28176 6.27905
H 2.36535 4.26781 -5.14347
H -4.71049 -0.28144 0.23368
H -2.98376 -0.57129 0.35285
H 2.40650 -0.96402 -0.06267
H 1.28933 0.33866 -0.40920
H 0.52031 -2.77804 2.65338
H 1.66396 6.84840 -1.69047
H 6.77820 6.42115 -7.45910
H 2.55111 1.29808 1.51072
H -6.27370 0.88723 2.93011
H -3.26648 2.65087 0.79957
*
```

Results of the Löwdin charge analysis, in e, for atoms 1 through 6: S 0.63; Si 0.40; O 0.12; O -0.22; O 0.09; O 0.11